Entry 1:
DFT (ωB97M-V with the def2-TZVPD basis set) results for a single C20H23NO5 molecule.

As for the SMILES: C=CCOC(=O)C1=C(C)NC(C)=C(C(=O)OCC=C)C1c1ccc(C)o1. For the HOMO-LUMO gap, the calculation gives 8.42 eV. As for the total charge: 0. The value obtained for the maximum force is 0.019 Eh/bohr. For the relative energy (zero: lowest compared OMol25 entry of this formula, charge and spin), the calculation gives 2.645 eV.

```
49
Properties=species:S:1:pos:R:3:forces:R:3:lowdin_charge:R:1
C 3.5712 -1.4129 4.2690 0.0451 -0.0583 0.0669 0.024
C 2.6787 -0.4601 4.4540 -0.2064 0.2612 -0.1521 -0.150
C 2.6385 0.8122 3.6618 0.4686 -0.0777 0.0202 -0.172
H 2.7490 1.6808 4.3186 -0.0155 -0.0944 -0.1339 0.129
H 3.4229 0.8110 2.8986 -0.0826 0.0704 0.1736 0.124
O 1.3668 0.9874 3.0332 -0.1623 0.0979 0.0136 -0.030
C 1.2039 0.3664 1.8424 0.2663 -0.0891 0.0817 -0.424
O 2.0881 -0.2753 1.3224 -0.1289 0.1267 0.0229 0.124
C -0.1193 0.5504 1.2463 -0.4739 -0.1406 -0.2353 -0.031
C -1.1807 1.1450 1.8359 0.5844 -0.2304 0.0474 -0.209
N -2.3901 1.1656 1.1811 -0.3044 0.2370 0.1223 0.114
C -2.6648 0.4065 0.0691 0.1783 -0.4605 -0.4592 -0.208
C -1.6547 -0.2174 -0.5793 0.1389 0.1273 0.5095 -0.029
C -1.9026 -1.0783 -1.7332 -0.6221 0.0203 -0.1167 -0.432
O -2.9921 -1.3444 -2.1975 0.1767 -0.0533 -0.0172 0.095
O -0.7531 -1.5485 -2.2533 0.2156 0.0211 0.1978 -0.010
C -0.8637 -2.4372 -3.3501 -0.2334 -0.1376 -0.4112 -0.173
C -0.9902 -3.8751 -2.9401 0.0434 0.3379 -0.0510 -0.138
C -0.9673 -4.3124 -1.6966 -0.0004 -0.0657 0.0557 0.024
H -1.0687 -5.3574 -1.4611 -0.0221 -0.2106 -0.0267 0.054
H -0.8458 -3.6412 -0.8626 0.0227 0.1776 0.1285 0.061
H -1.1107 -4.5536 -3.7737 -0.0089 -0.1617 -0.0568 0.101
H -1.7362 -2.1582 -3.9565 0.2349 -0.0383 0.0660 0.128
H 0.0466 -2.2943 -3.9419 -0.1274 0.0182 0.0657 0.134
C -0.2176 0.0383 -0.1788 0.1904 0.0907 -0.1417 -0.125
C 0.3825 1.0516 -1.1106 -0.4396 0.5657 0.3568 -0.222
C 0.1056 2.3763 -1.2851 0.0379 -0.6136 0.1880 -0.002
C 0.9755 2.8300 -2.3070 0.3858 -0.4053 -0.2584 -0.024
C 1.7186 1.7499 -2.6821 0.0051 0.9384 -0.3154 -0.324
O 1.3576 0.6715 -1.9566 0.2952 -0.3596 -0.1480 0.105
C 2.7921 1.5922 -3.6994 -0.1858 -0.2711 0.2543 -0.012
H 3.6935 1.1930 -3.2366 0.1140 0.0050 -0.0368 0.083
H 2.4801 0.8977 -4.4790 0.0417 -0.0207 -0.1018 0.080
H 3.0157 2.5546 -4.1501 0.0090 0.0397 -0.0186 0.081
H 1.0382 3.8225 -2.7052 0.0900 0.1741 -0.1439 0.104
H -0.6230 2.9549 -0.7540 -0.1846 0.0614 0.1727 0.111
H 0.3790 -0.8736 -0.2781 -0.1291 0.1415 0.0818 0.152
C -4.1048 0.3175 -0.3105 -0.0952 0.0242 -0.0742 -0.004
H -4.7172 0.9668 0.3125 -0.0327 0.0573 0.0665 0.078
H -4.4541 -0.7088 -0.2148 -0.0563 0.0047 0.0037 0.097
H -4.2346 0.5877 -1.3557 -0.0708 0.0080 0.0056 0.092
H -3.1702 1.6022 1.6504 0.1645 -0.1309 -0.0824 0.139
C -1.1912 1.7837 3.1875 -0.0368 0.1068 0.0954 -0.001
H -0.4892 2.6136 3.2175 -0.0224 0.0331 0.0601 0.093
H -2.1852 2.1515 3.4360 -0.0690 0.0174 0.0034 0.080
H -0.8785 1.0714 3.9471 -0.0428 0.0354 0.0385 0.091
H 1.8925 -0.5614 5.1908 -0.0542 -0.0948 0.1434 0.103
H 3.5666 -2.3175 4.8529 -0.0250 -0.1419 0.1537 0.054
H 4.3422 -1.3246 3.5224 0.1240 0.0570 -0.2144 0.066
```
Forces are in eV/Å.


Entry 2:
DFT (ωB97M-V with the def2-TZVPD basis set) results for a 3-piece molecular cluster, C3H12NO3 overall.

The expectation value of S² is 0.76. For the HOMO-LUMO gap (spin up / spin down), the calculation gives 9.77 / 4.99 eV. As for the total charge: 0. The value obtained for the maximum force is 0.045 Eh/bohr. For the relative energy (zero: lowest compared OMol25 entry of this formula, charge and spin), the calculation gives 1.597 eV. The spin multiplicity is 2.

```
19
Properties=species:S:1:pos:R:3:forces:R:3:mulliken_spin:R:1
C -1.5662 -0.9901 0.3538 -1.0945 1.2960 -0.9071 -0.007
N -1.3875 0.0087 -0.8031 0.8762 -1.7724 1.0480 0.098
C -0.4059 -0.5639 -1.7648 -0.7564 1.2762 0.2476 -0.001
C 1.0780 -0.2959 -1.4767 0.2639 -0.5664 1.1314 0.010
O 1.4037 1.1328 -1.5774 -0.5614 -2.2523 -0.1266 0.039
H -2.0410 -0.3262 1.1221 0.4314 -1.3460 -0.1456 0.001
H -0.5901 -1.3417 0.5813 1.0161 -0.1228 1.0765 0.006
H -2.1212 -1.9791 0.1665 0.1418 1.9613 -0.3066 0.003
H -0.9034 0.8184 -0.3813 -0.7109 -0.1936 -0.1083 -0.012
H -0.5748 0.0279 -2.6477 -0.2280 -0.4061 -0.9860 0.001
H -0.6688 -1.6229 -1.8523 0.3936 0.1645 -0.4294 0.000
H 1.6318 -0.9050 -2.2390 -0.0550 0.8266 0.8329 0.004
H 1.2913 -0.6650 -0.3942 0.1558 0.5071 -1.8694 -0.003
H 1.3500 2.2460 1.0125 -0.7275 -0.8528 -0.0688 -0.026
H 1.1402 1.3848 -0.6788 0.3526 0.3982 -0.2765 -0.001
O 0.7959 1.4164 0.9052 0.6176 1.2906 0.4909 0.876
H 0.6979 1.0292 2.6285 -0.3751 0.1076 -0.4516 -0.004
H 0.0547 0.0555 3.5909 -1.5549 -1.0255 0.1961 0.000
O 0.8154 0.5700 3.4546 1.8147 0.7098 0.6524 0.018
```
Forces are in eV/Å.


Entry 3:
DFT (ωB97M-V with the def2-TZVPD basis set) results for a 4-piece molecular cluster, C16H20N4 overall.

As for the SMILES: c1cc[nH]c1.c1cc[nH]c1.c1cc[nH]c1.c1cc[nH]c1. For the HOMO-LUMO gap, the calculation gives 8.62 eV. As for the total charge: 0. The value obtained for the maximum force is 0.036 Eh/bohr. For the relative energy (zero: lowest compared OMol25 entry of this formula, charge and spin), the calculation gives 1.743 eV.

```
40
Properties=species:S:1:pos:R:3:forces:R:3:lowdin_charge:R:1
N 1.0281 -4.9496 -0.3758 0.1712 -0.0089 -0.5503 0.013
C -0.1056 -4.6620 -1.0864 -0.4400 0.2358 -0.0491 -0.148
C 0.2461 -3.8509 -2.1386 0.2970 -0.3513 -0.1798 -0.134
C 1.6606 -3.6754 -2.0921 -0.1538 -0.5394 -0.0112 -0.105
C 2.0998 -4.4055 -1.0203 0.5603 0.3437 0.4169 -0.139
H 1.1329 -5.4528 0.4831 -0.3593 -0.2181 0.0366 0.146
H -1.0786 -5.0488 -0.8319 0.0850 0.0238 0.1992 0.112
H -0.4055 -3.4818 -2.9128 -0.1324 0.0185 0.1078 0.100
H 2.2803 -3.1684 -2.8108 0.0024 0.1096 0.0479 0.096
H 3.0856 -4.5812 -0.6159 -0.0101 0.2016 -0.1447 0.112
N -3.7554 2.4919 0.0034 -0.5830 0.3238 0.6932 0.014
C -4.9171 2.9542 -0.5437 -0.2878 0.0790 -0.7797 -0.161
C -5.1776 4.2048 -0.0719 0.1412 -0.2389 0.7990 -0.112
C -4.2073 4.4429 0.9423 0.3531 1.0765 0.1115 -0.126
C -3.3310 3.4037 0.9770 -0.1703 -1.3740 -1.0965 -0.125
H -3.4493 1.5418 -0.1096 0.3053 0.0334 0.1145 0.126
H -5.5322 2.3912 -1.2288 0.3825 -0.1773 -0.1156 0.106
H -5.9903 4.8526 -0.3484 -0.0750 -0.0539 -0.0035 0.088
H -4.1162 5.3493 1.5240 -0.0094 -0.1029 0.0161 0.090
H -2.4420 3.1428 1.5221 0.0101 0.4076 0.2466 0.092
N -0.0357 -1.4475 -0.1758 0.0341 0.4921 0.3001 0.026
C -0.0437 -0.4405 -1.1065 0.2341 -0.4326 0.6354 -0.128
C -0.4885 0.6933 -0.4620 -0.2090 0.3873 -1.8245 -0.140
C -0.8478 0.3555 0.8319 0.0522 -0.6328 1.0789 -0.133
C -0.4851 -0.9674 1.0278 -0.6122 0.0699 -0.4238 -0.137
H 0.2093 -2.4009 -0.4003 0.0253 0.1185 0.1522 0.086
H 0.2865 -0.6726 -2.1047 0.0082 0.3112 -0.0548 0.106
H -0.6080 1.6631 -0.9209 -0.0124 -0.0278 -0.0196 0.097
H -1.3877 1.0028 1.5036 0.3604 -0.0544 0.3481 0.079
H -0.5688 -1.5994 1.8952 -0.0515 -0.0517 -0.0342 0.104
N 4.5444 1.7599 1.6001 0.7485 0.2182 0.2516 -0.017
C 4.2407 1.9204 0.2896 -0.7811 0.1865 -0.6688 -0.145
C 3.1217 1.1475 0.0036 0.9391 0.0298 0.4940 -0.094
C 2.8320 0.4387 1.1960 0.0442 0.3863 0.6043 -0.105
C 3.7169 0.8630 2.1805 -1.1739 -0.9642 -0.6221 -0.139
H 5.3627 2.1682 2.0112 -0.0596 0.0154 0.2026 0.144
H 4.8082 2.6435 -0.2738 -0.1169 -0.1348 -0.2297 0.102
H 2.5700 1.0495 -0.9137 0.1467 0.1472 -0.1295 0.078
H 2.0060 -0.2381 1.3407 0.0367 -0.0136 0.0253 0.067
H 3.7420 0.5623 3.2127 0.2998 0.1606 0.0557 0.101
```
Forces are in eV/Å.